48
Properties=species:S:1:pos:R:3:forces:R:3:mulliken_charge:R:1 method="wB97M-V/def2-TZVPD" lumo_energy_ev=0.08 charge=0 energy_ev=-123212.5270 spin_multiplicity=1
Li -0.5204 -0.0862 0.3181 0.0 0.2 0.0 1.0502
Cl 3.6597 -0.1950 2.7063 0.0 0.0 0.0 -0.2182
C 3.1578 0.4911 1.1358 0.0 0.0 -0.1 -0.4616
C 1.6612 0.3664 0.8613 0.0 -0.1 0.0 0.7605
O 1.1054 1.3470 0.3202 -0.1 0.0 -0.1 -0.7406
O 1.0703 -0.7116 1.1363 0.1 0.0 0.2 -0.9076
H 3.6961 -0.0599 0.3667 0.0 0.0 0.0 0.3646
H 3.4543 1.5340 1.1084 0.0 0.0 0.0 0.3205
Br 0.1384 -5.5079 -0.8412 0.0 0.0 0.0 -0.1811
C -1.0160 -4.0212 -0.9551 0.0 0.0 0.0 -0.3476
C -2.2816 -4.1515 -1.4975 0.0 0.0 0.0 -0.0991
C -3.0872 -3.0260 -1.5522 0.0 0.0 0.0 -0.6829
C -2.5930 -1.8279 -1.0674 0.0 0.0 0.0 -0.2154
N -1.3711 -1.7080 -0.5491 0.1 -0.1 0.0 -0.4649
C -0.5902 -2.7881 -0.4882 0.0 0.0 0.0 0.1541
H -2.6262 -5.1086 -1.8644 0.0 0.0 0.0 0.4399
H -4.0853 -3.0772 -1.9637 0.0 0.0 0.0 0.3704
H -3.1941 -0.9269 -1.0885 0.0 0.0 0.0 0.4059
H 0.3891 -2.6521 -0.0457 0.0 0.0 0.0 0.5046
C 0.3794 0.6754 5.6772 0.0 0.0 0.0 -1.4617
C 0.7061 2.0500 5.1028 0.0 0.0 0.0 0.1234
C 0.7367 2.0548 3.5813 0.0 0.0 0.0 -0.1573
N -0.5520 1.6757 3.0012 0.0 0.0 0.0 0.4772
C -1.1899 2.2066 1.9693 -0.1 0.0 0.0 -0.7219
S -2.3700 1.3416 1.1223 0.0 0.0 0.0 -0.4403
N -0.9015 3.4971 1.5867 0.1 0.0 0.0 0.1720
C -0.5885 4.6364 2.3311 -0.1 0.0 0.0 -0.1170
O -0.0722 5.5809 1.7836 0.0 0.0 0.0 -0.5997
C -1.0165 4.6814 3.7603 0.0 0.0 0.0 0.4760
C -0.2505 5.4366 4.6420 0.0 0.0 0.0 -0.3895
C -0.6259 5.5378 5.9712 0.0 0.0 0.0 -0.5862
C -1.7810 4.9060 6.4149 0.0 0.0 0.0 -0.4131
C -2.5614 4.1762 5.5291 0.0 0.0 0.0 -0.7719
C -2.1781 4.0571 4.2015 0.0 0.0 0.0 0.1589
H 0.4723 0.6762 6.7629 0.0 0.0 0.0 0.4240
H 1.0549 -0.0855 5.2803 0.0 0.0 0.0 0.3030
H -0.6454 0.3736 5.4481 0.0 0.0 0.0 0.3700
H 1.6965 2.3618 5.4426 0.0 0.0 0.0 0.4130
H -0.0054 2.7941 5.4653 0.0 0.0 0.0 -0.2093
H 1.4726 1.3238 3.2397 0.0 0.0 0.0 -0.2878
H 1.0350 3.0219 3.1882 0.0 0.0 0.0 0.4850
H -0.8702 0.7423 3.2199 0.0 0.0 0.0 0.3550
H -0.9512 3.6571 0.5906 0.0 0.0 0.0 0.2754
H 0.6341 5.9371 4.2705 0.0 0.0 0.0 0.4452
H -0.0230 6.1141 6.6604 0.0 0.0 0.0 0.3875
H -2.0775 4.9895 7.4525 0.0 0.0 0.0 0.3983
H -3.4706 3.6995 5.8709 0.0 0.0 0.0 0.4145
H -2.7937 3.4935 3.5110 0.0 0.0 0.0 0.4256

=====

22
Properties=species:S:1:pos:R:3:forces:R:3:mulliken_charge:R:1 method="wB97M-V/def2-TZVPD" lumo_energy_ev=-3.17 charge=+1 energy_ev=-9409.9345 spin_multiplicity=1
N -1.8205 -0.7252 0.2187 5.3 -1.3 2.6 -0.1178
C -0.7542 -0.0323 1.1661 0.1 -1.0 1.1 -0.4317
C -0.0901 1.1800 0.5386 2.6 -3.1 1.7 -0.8926
N 0.4759 0.6486 -0.7057 1.0 0.3 2.4 0.0530
C 1.9266 0.8568 -0.6378 1.9 -1.3 -2.8 -1.0505
C -0.0667 1.2621 -1.8418 -3.1 0.4 -3.0 -1.0014
H -2.6911 -0.7755 0.5323 -4.8 -0.2 2.8 0.3282
H -1.5147 -1.6975 0.1002 0.2 0.3 -0.8 0.3433
H -1.9471 -0.2000 -0.5518 0.4 1.8 -4.2 0.1897
H 0.0209 -0.8544 1.3157 -1.1 1.2 -0.3 0.2703
H -1.2231 0.1920 2.1371 -0.2 -0.2 -0.4 0.3775
H 0.7741 1.4299 1.2624 -1.3 -0.5 -0.9 0.3282
H -0.6117 2.0675 0.5568 -1.8 1.8 -0.7 0.5703
H 2.1405 1.8714 -1.0621 0.3 -0.8 0.2 0.4029
H 2.3758 0.0083 -1.3240 -0.4 2.0 1.2 0.3059
H 2.4902 0.8008 0.3126 -1.1 -0.3 -0.1 0.3790
H -0.5708 2.2150 -1.5224 0.0 -0.8 -0.8 0.3244
H -0.8387 0.5824 -2.5660 1.7 1.6 2.2 0.2033
H 0.6758 1.5608 -2.5621 0.4 0.0 -0.2 0.4117
H 1.0263 -3.7709 1.1851 4.5 -3.3 -0.2 0.2663
H -0.0815 -3.3290 2.1273 -1.1 -0.8 3.9 0.3008
O 0.3040 -3.2908 1.3208 -3.6 4.3 -3.7 -0.5609

=====

51
Properties=species:S:1:pos:R:3:forces:R:3:mulliken_charge:R:1 method="wB97M-V/def2-TZVPD" lumo_energy_ev=2.50 charge=-1 energy_ev=-42598.1419 spin_multiplicity=1
C 0.6111 0.9743 -1.0177 0.6 2.6 0.6 1.7204
N 0.3605 -0.4405 -1.1281 -1.5 1.9 6.7 -0.0768
C -0.7832 -0.9823 -0.3936 -2.5 -0.5 1.8 0.9782
C -0.9952 -2.5338 -0.2521 5.8 1.0 -2.6 -0.9318
S -0.8174 -3.2771 -1.9492 -0.5 0.0 -0.4 -0.5795
C -2.1639 -0.3821 -0.7581 1.5 0.2 0.3 -0.8679
O -2.2198 0.8358 -0.6577 -0.1 -0.8 0.7 -0.8940
C 1.9417 1.4725 -1.6637 1.5 -0.8 -2.0 -1.3880
H 0.5592 1.4193 0.0581 0.6 -1.8 -1.5 -1.2743
H -0.1724 1.6457 -1.4210 0.1 -0.6 -0.6 0.1511
H 0.4545 -0.9489 -1.8855 0.9 -2.3 -5.2 0.4621
H -0.8025 -0.6481 0.6955 0.6 0.1 -0.9 0.0698
H -0.0404 -2.9185 0.2941 -2.4 0.2 0.0 0.0923
H -1.9657 -2.8275 -0.0921 -2.0 -0.4 1.8 0.7274
H -3.0519 -1.0825 -0.9871 1.0 1.2 0.3 0.5508
H 2.3388 2.4383 -1.3108 -0.7 -0.5 0.3 0.4602
H 2.8734 0.7728 -1.5803 -1.9 0.7 -0.1 0.2594
H 1.7890 1.6791 -2.8036 0.2 -0.7 1.8 0.2992
H -3.5823 0.7791 -2.3493 -2.3 -0.5 1.0 0.3762
H -3.8808 1.0934 -0.9349 -1.3 -0.6 -1.1 0.4113
O -4.3869 0.7133 -1.7166 1.5 1.4 -0.5 -0.7470
H 1.8960 1.7079 3.1845 0.1 1.0 -1.0 0.3122
H 2.0523 0.7772 2.0732 -0.5 2.4 -0.8 0.3813
O 2.0193 1.8284 2.2053 0.3 -2.9 1.8 -0.7401
H 0.8652 -1.6492 3.1059 -0.7 -0.6 0.1 0.5051
H 0.0426 -1.9070 4.4275 0.6 -0.6 -1.1 0.3274
O 0.3746 -2.3568 3.6069 0.0 1.0 1.2 -0.7944
H 0.2775 2.0924 1.8476 1.1 -0.5 -0.1 0.4257
H -1.0130 1.5621 1.0957 0.1 -0.2 -0.1 0.2497
O -0.6703 2.1333 1.7854 -1.6 0.7 0.6 -0.7852
H 2.3630 -3.7234 -1.4233 0.4 -1.3 -0.3 0.3058
H 1.0838 -2.9499 -1.6582 -1.6 -0.3 -0.6 -0.0027
O 1.9990 -2.8613 -1.3544 1.9 1.3 1.1 -0.6402
H 1.0536 -0.7938 0.8711 -1.1 0.1 -2.2 0.1487
H 2.3496 -1.1754 1.5301 -1.3 0.4 0.3 0.5405
O 1.4352 -0.7115 1.7152 2.9 -0.6 2.0 -0.9449
H -0.8240 4.3912 0.8962 -0.4 -1.1 -1.9 0.3315
H -1.0430 3.3292 -0.2729 -0.2 -2.2 0.3 0.3905
O -0.9679 4.2305 -0.0820 0.3 3.4 1.4 -0.7149
H 1.2864 4.6083 -1.1153 0.1 -0.8 1.5 0.3308
H 1.4216 3.7667 0.3478 0.8 1.8 -2.7 0.2997
O 1.8958 4.3075 -0.3997 -0.7 -0.7 1.4 -0.6810
H -2.3403 0.1249 -4.0602 0.3 1.7 -6.3 0.2165
H -2.7340 -1.1192 -3.0941 -0.6 -2.3 -0.9 0.2614
O -2.4301 -0.2722 -3.2961 0.7 0.4 6.5 -0.5535
H -2.2614 -1.6073 1.8952 0.2 0.1 -3.4 0.3172
H -1.3412 -2.1861 3.0567 -1.2 0.8 -1.2 0.4271
O -2.1958 -1.7225 2.7896 0.8 -1.0 4.5 -0.6878
H 2.6461 -2.4126 0.0950 1.7 1.2 0.4 0.3811
H 3.3077 -3.0391 1.2561 0.6 1.0 0.2 0.3659
O 3.3861 -2.1546 0.8248 -2.1 -2.3 -1.0 -0.7727

=====

115
Properties=species:S:1:pos:R:3:forces:R:3:mulliken_charge:R:1 method="wB97M-V/def2-TZVPD" lumo_energy_ev=-0.74 charge=0 energy_ev=-233698.3192 spin_multiplicity=1
Cs -1.8620 0.8485 0.0286 0.1 -0.1 0.0 1.0678
Br 3.8911 6.5025 -0.0792 0.0 0.0 0.0 -0.1399
C 2.1658 5.7347 0.0336 0.0 0.0 0.1 -0.2411
C 1.7434 4.8718 -0.9627 -0.1 -0.1 0.0 -0.4038
C 0.4978 4.2709 -0.8659 0.1 0.0 0.0 -0.2366
C -0.3371 4.5750 0.2047 -0.1 0.0 -0.1 -0.4423
C 0.1032 5.4369 1.2044 -0.1 0.0 0.0 -0.0373
C 1.3594 6.0165 1.1237 0.0 0.0 0.0 -0.5432
N -1.6129 3.9638 0.2794 0.0 0.2 0.0 0.1046
C -2.6282 4.7158 0.3557 0.0 -0.1 0.1 -0.7025
C -4.0004 4.1731 0.4987 0.0 0.1 0.0 0.4485
C -5.0804 4.9877 0.1858 -0.1 -0.1 0.0 -0.5855
C -6.3662 4.4683 0.2954 0.2 0.1 0.0 -0.5049
C -6.5124 3.1710 0.7442 -0.1 0.0 0.1 -0.6044
C -5.3718 2.4458 1.0676 -0.1 -0.2 0.0 -0.1331
N -4.1402 2.9156 0.9349 0.1 0.1 0.0 -0.1904
H 2.3852 4.6535 -1.8022 0.0 0.0 0.0 0.4910
H 0.1797 3.5752 -1.6335 0.0 0.0 0.0 0.5155
H -0.5382 5.6311 2.0547 0.0 0.0 0.0 0.5392
H 1.7081 6.6782 1.9045 0.0 0.0 0.0 0.4632
H -2.5352 5.8058 0.3049 0.0 0.0 0.0 0.3959
H -4.9168 6.0046 -0.1464 0.0 0.0 0.0 0.3896
H -7.2259 5.0735 0.0412 0.0 0.0 0.0 0.4468
H -7.4856 2.7140 0.8623 0.0 0.0 0.0 0.4865
H -5.4683 1.4319 1.4443 0.0 0.0 0.0 0.4649
C -3.8352 -6.3776 -0.2600 0.0 0.0 0.0 -0.4285
C -5.1191 -5.8959 -0.0236 0.0 0.0 0.0 -0.6890
C -5.3713 -4.5358 -0.0991 0.0 0.0 0.0 0.1876
C -4.3431 -3.6532 -0.4247 0.0 0.0 0.0 -0.0061
C -3.0575 -4.1357 -0.6482 0.0 0.0 0.0 -0.5762
C -2.8068 -5.5006 -0.5647 0.0 0.0 0.0 -0.6661
As -4.6022 -1.7373 -0.5461 0.1 0.1 -0.1 0.4659
C -5.8150 -1.4501 0.9540 0.0 0.0 0.0 0.3328
C -5.2285 -1.4476 2.2214 -0.1 0.0 0.0 -0.7427
C -5.9951 -1.1733 3.3450 0.1 0.0 0.0 -0.5926
C -7.3475 -0.8859 3.2131 0.0 0.0 0.0 -0.4893
C -7.9350 -0.8859 1.9556 0.0 0.0 0.0 -0.6344
C -7.1718 -1.1690 0.8280 0.0 0.0 0.0 0.0318
C -5.8464 -1.5893 -2.0474 0.0 -0.1 0.0 -0.0602
C -6.2602 -2.6730 -2.8151 0.0 0.0 0.0 -0.1442
C -7.0974 -2.4827 -3.9077 0.0 0.0 0.0 -0.7166
C -7.5339 -1.2095 -4.2431 0.0 0.0 0.0 -0.4433
C -7.1217 -0.1204 -3.4860 0.0 0.0 0.0 -0.6909
C -6.2770 -0.3117 -2.4034 0.0 0.0 0.0 -0.3054
H -3.6363 -7.4395 -0.1906 0.0 0.0 0.0 0.3811
H -5.9182 -6.5813 0.2289 0.0 0.0 0.0 0.3935
H -6.3675 -4.1572 0.1014 0.0 0.0 0.0 0.4496
H -2.2451 -3.4472 -0.8516 0.0 0.0 0.0 0.2778
H -1.8015 -5.8705 -0.7169 0.0 0.0 0.0 0.4070
H -4.1707 -1.6701 2.3303 0.0 0.0 0.0 0.6105
H -5.5339 -1.1828 4.3244 0.0 0.0 0.0 0.4324
H -7.9431 -0.6687 4.0905 0.0 0.0 0.0 0.3862
H -8.9921 -0.6746 1.8514 0.0 0.0 0.0 0.4197
H -7.6367 -1.1733 -0.1502 0.0 0.0 0.0 0.4022
H -5.9254 -3.6716 -2.5641 0.0 0.0 0.0 0.3831
H -7.4085 -3.3347 -4.4988 0.0 0.0 0.0 0.3974
H -8.1870 -1.0636 -5.0936 0.0 0.0 0.0 0.3676
H -7.4522 0.8776 -3.7453 0.0 0.0 0.0 0.4011
H -5.9500 0.5473 -1.8238 0.0 0.0 0.0 0.3502
C 4.0863 -1.4560 -0.1349 -0.1 0.0 -0.1 -1.6825
P 2.6669 -0.3699 0.3379 0.0 0.2 0.1 0.7219
C 3.3736 0.8237 1.5299 0.1 0.1 -0.1 0.5050
C 3.1012 2.1918 1.5083 0.0 -0.1 0.0 -0.3829
C 3.5825 3.0238 2.5110 0.0 0.0 0.0 -0.1105
C 4.3267 2.5024 3.5585 0.0 0.0 0.0 -0.8525
C 4.5756 1.1380 3.6069 0.0 0.0 0.0 -0.6324
C 4.0977 0.3096 2.6059 0.0 0.0 0.0 -0.7850
C 2.4026 0.5959 -1.1992 0.1 0.1 0.0 0.3862
C 1.3337 0.2060 -2.0069 -0.1 0.0 0.0 -0.9735
C 1.1069 0.8234 -3.2330 0.0 0.0 0.0 -0.8415
C 1.9458 1.8399 -3.6663 0.0 0.0 0.0 -0.6368
C 3.0125 2.2377 -2.8695 0.0 0.0 0.0 -1.0095
C 3.2350 1.6243 -1.6470 0.0 0.0 0.0 0.3780
P 5.5584 -0.7379 -0.9728 0.1 0.1 -0.1 -0.0717
C 6.6013 -0.2460 0.4592 0.0 0.0 0.1 0.5106
C 7.1162 -1.1702 1.3691 0.0 0.0 0.0 -0.4796
C 7.8814 -0.7513 2.4450 0.0 0.0 0.0 -0.6394
C 8.1446 0.6026 2.6247 0.0 0.0 0.0 -0.5062
C 7.6444 1.5295 1.7254 0.0 0.0 0.0 -0.5686
C 6.8812 1.1043 0.6447 0.0 0.0 0.0 -0.2538
C 6.4601 -2.2541 -1.4897 -0.1 0.0 0.0 0.4694
C 6.0079 -3.5575 -1.3044 0.1 0.0 0.0 -0.2158
C 6.7579 -4.6388 -1.7567 0.0 0.0 0.0 -0.7127
C 7.9700 -4.4316 -2.3947 0.0 0.0 0.0 -0.4576
C 8.4293 -3.1339 -2.5887 0.0 0.0 0.0 -0.5897
C 7.6758 -2.0591 -2.1484 0.0 0.0 0.0 -0.3943
H 3.6110 -2.1393 -0.8469 0.0 0.0 0.0 0.6482
H 4.3418 -2.0591 0.7399 0.0 0.0 0.0 0.8796
H 2.5119 2.6188 0.7049 0.0 0.0 0.0 0.3319
H 3.3738 4.0847 2.4687 0.0 0.1 0.0 0.3762
H 4.7075 3.1531 4.3353 0.0 0.0 0.0 0.4062
H 5.1453 0.7152 4.4242 0.0 0.0 0.0 0.4525
H 4.2951 -0.7543 2.6668 0.0 0.0 0.0 0.3392
H 0.6802 -0.5958 -1.6781 0.0 -0.1 0.1 0.8834
H 0.2845 0.4944 -3.8565 0.0 0.0 0.0 0.4694
H 1.7783 2.3115 -4.6267 0.0 0.0 0.0 0.3689
H 3.6845 3.0171 -3.2083 0.0 0.0 0.0 0.5810
H 4.0695 1.9420 -1.0358 0.0 0.0 0.0 0.3805
H 6.9236 -2.2277 1.2258 0.0 0.0 0.0 0.4166
H 8.2767 -1.4795 3.1419 0.0 0.0 0.0 0.3992
H 8.7438 0.9297 3.4651 0.0 0.0 0.0 0.4015
H 7.8471 2.5842 1.8614 0.0 0.0 0.0 0.4311
H 6.4965 1.8290 -0.0639 0.0 0.0 0.0 0.3119
H 5.0661 -3.7488 -0.8084 0.0 0.0 0.0 0.4097
H 6.3878 -5.6448 -1.6050 0.0 0.0 0.0 0.3931
H 8.5527 -5.2735 -2.7455 0.0 0.0 0.0 0.3661
H 9.3718 -2.9598 -3.0925 0.0 0.0 0.0 0.3883
H 8.0348 -1.0492 -2.3154 0.0 0.0 0.0 0.3448
F 0.0938 -0.2538 1.8730 0.4 -0.5 -0.1 -0.5802
Te 0.0151 -2.1612 1.4310 -0.3 -0.5 0.4 2.1227
F 0.9154 -2.3225 3.0576 -0.3 0.1 -0.2 -0.4050
F 1.5771 -3.0413 0.7892 0.0 0.2 0.1 -0.4708
F -0.5770 -3.9402 1.6074 0.2 0.2 0.0 -0.4122
F -1.6199 -1.8839 2.3662 0.0 0.0 0.0 -0.4216
O -0.5835 -1.8127 -0.2087 -0.2 0.1 -0.1 -0.9270

=====

Ordered energy above the lowest of the compared OMol25 structures with the same formula, charge and spin results: 5.3 359.7 431.1 0.0; unit kJ/mol.
Ordered HOMO results: -9.0 -12.7 -4.4 -7.7; unit eV.